# 1
# C4H6N2

A single C4H6N2 molecule at a distorted geometry (ωB97M-V/def2-TZVPD, the Open Molecules 2025 dataset).

Each line ends with the Löwdin charge.
Atoms and positions in Å:
N  1.617  1.360  0.129  0.084
N  -1.822  -0.002  -0.030  0.056
C  -0.390  0.098  -0.021  -0.354
C  0.351  1.352  -0.030  -0.226
C  0.382  -0.958  0.086  -0.044
C  0.927  -2.117  -0.105  0.031
H  0.094  -2.521  -0.678  0.089
H  1.963  2.315  0.122  0.041
H  -0.278  2.245  -0.067  0.108
H  1.561  -2.657  0.582  0.062
H  -2.158  0.556  -0.816  0.081
H  -2.246  0.328  0.829  0.072

Results
**Structure (SMILES)**: [H]/N=C/C(N)=C=C
**Spin multiplicity**: 1
**Energy above the lowest of the compared OMol25 structures with the same formula, charge and spin**: 90.0 kcal per mole
**LUMO energy**: 0.52 eV
**Charge**: 0

---

# 2
# C2H4N2O2

A molecular structure, C2H4N2O2 at a distorted geometry (ωB97M-V/def2-TZVPD, the Open Molecules 2025 dataset).

Each line ends with the Löwdin charge.
Atoms and positions in Å:
O  1.007  -2.041  0.774  0.197
O  -1.120  -0.087  1.937  -0.049
N  -0.089  -0.333  -0.415  0.077
N  1.039  -0.271  -1.551  0.047
C  -1.210  0.849  1.160  -0.204
C  0.617  -1.291  -0.042  -0.400
H  -0.525  1.709  1.196  0.082
H  0.511  0.261  -2.260  0.094
H  1.867  0.258  -1.311  0.075
H  -2.098  0.947  0.511  0.082

Results
**Spin multiplicity**: 1
**Energy above the lowest of the compared OMol25 structures with the same formula, charge and spin**: 117.4 kcal per mole
**LUMO energy**: 0.24 eV
**Charge**: 0

---

| no. | total energy (hartree) | E_HOMO (eV) |
| --- | --- | --- |
| 1 | -265.39217 | -8.324 |
| 2 | -338.46615 | -9.705 |